Record 1
Formula: C19H54N8O15PZn2
Source: OMol25
Level of theory: ωB97M-V/def2-TZVPD

```
99
Properties=species:S:1:pos:R:3
Zn 0.688 4.614 -0.936
Zn 0.525 -1.868 1.586
P -1.586 0.895 -0.051
O -1.789 2.203 -0.934
O -1.492 0.676 1.510
O -0.073 1.169 0.139
O -1.420 -0.496 -0.645
C -8.477 3.777 -2.180
O -8.551 3.505 -3.381
N -9.414 3.712 -1.291
N -7.277 3.914 -1.582
H -10.347 3.580 -1.653
H -9.411 4.115 -0.365
H -7.173 3.942 -0.578
H -6.335 3.867 -1.944
C -3.054 -0.173 -6.412
O -3.376 -0.374 -7.558
N -2.080 -0.900 -5.883
N -3.657 0.509 -5.491
H -1.852 -0.896 -4.899
H -1.536 -1.335 -6.615
H -4.626 0.792 -5.538
H -3.098 0.589 -4.655
C -2.699 -5.801 4.583
O -1.866 -5.112 3.977
N -3.907 -5.487 4.832
N -2.452 -6.914 5.166
H -4.336 -4.628 4.519
H -4.394 -6.183 5.378
H -3.149 -7.420 5.693
H -1.518 -7.276 5.299
C 5.074 4.968 -0.788
O 4.323 5.041 -2.049
C 5.174 5.249 -3.121
C 4.322 5.343 -4.437
N 3.169 4.369 -4.411
C 2.442 4.405 -5.629
C 3.092 4.080 -6.934
O 4.166 4.918 -7.295
C 4.668 4.593 -8.597
H 5.953 4.328 -0.862
H 4.348 4.588 -0.069
H 5.426 5.961 -0.507
H 5.888 4.429 -3.200
H 5.748 6.174 -3.063
H 4.951 5.124 -5.299
H 4.008 6.386 -4.492
H 3.544 3.439 -4.536
H 2.012 5.405 -5.683
H 1.604 3.786 -5.309
H 2.397 3.995 -7.770
H 3.357 3.050 -6.697
H 5.479 5.319 -8.655
H 4.007 4.702 -9.457
H 5.164 3.626 -8.678
C 7.197 0.388 5.894
O 6.341 -0.503 5.042
C 5.095 -0.949 5.630
C 3.891 -0.990 4.582
N 4.068 -1.642 3.283
C 4.481 -3.040 3.437
C 4.239 -3.921 2.165
O 3.148 -3.416 1.398
C 2.881 -4.310 0.276
H 7.160 0.106 6.946
H 7.095 1.472 5.851
H 8.235 0.275 5.581
H 4.798 -0.227 6.390
H 5.093 -1.874 6.207
H 3.533 0.013 4.349
H 2.948 -1.301 5.030
H 4.671 -1.104 2.678
H 3.798 -3.424 4.195
H 5.448 -3.047 3.939
H 4.165 -4.990 2.367
H 5.131 -3.760 1.559
H 2.838 -5.308 0.712
H 3.742 -4.222 -0.387
H 2.099 -3.988 -0.412
C -4.660 1.345 6.327
C -4.294 2.874 6.256
O -2.933 2.933 5.871
O -4.935 0.810 4.997
H -5.479 1.464 7.036
H -3.839 0.740 6.713
H -4.380 3.351 7.232
H -4.996 3.517 5.725
H -2.693 2.241 5.251
H -4.144 1.002 4.488
C -4.603 -6.531 -1.151
C -5.687 -7.574 -0.731
O -4.889 -8.766 -0.506
O -5.044 -5.237 -1.566
H -4.157 -6.928 -2.064
H -3.816 -6.629 -0.404
H -6.419 -7.768 -1.515
H -6.145 -7.197 0.183
H -5.379 -9.347 0.081
H -4.187 -4.810 -1.491
```

Calculated values
HOMO energy = -10.5 eV
Energy relative to the best compared isomer or geometry (same formula, charge and spin) = 25.401 eV
Orbital gap = 1.926 eV
Net charge = +1
E_tot = -169313.79914 eV

---

Record 2
Formula: C19H55BF4N3O10Pt
Source: OMol25
Level of theory: ωB97M-V/def2-TZVPD

```
93
Properties=species:S:1:pos:R:3
Pt 2.935 -2.931 -4.270
B 1.087 -1.398 -0.013
F 0.679 -2.426 0.737
F 1.020 -1.883 -1.283
F 0.277 -0.297 0.071
F 2.337 -1.117 0.319
C 0.318 -4.690 7.641
C 0.697 -4.024 6.333
O 0.707 -5.008 5.279
O -1.038 -5.154 7.655
H 0.411 -3.914 8.401
H 1.030 -5.455 7.952
H 1.561 -3.372 6.460
H -0.059 -3.283 6.073
H 0.693 -4.508 4.460
H -1.212 -5.786 6.953
C 2.428 -6.773 -2.321
C 1.519 -6.935 -3.585
O 1.002 -5.685 -4.062
O 3.438 -5.761 -2.555
H 3.067 -7.634 -2.126
H 1.902 -6.387 -1.448
H 0.810 -7.750 -3.437
H 2.077 -7.223 -4.476
H 0.107 -5.791 -4.390
H 4.133 -5.892 -1.905
C 1.942 4.479 -2.110
C 2.136 5.156 -0.763
O 1.514 6.450 -0.875
O 2.494 3.165 -1.995
H 2.448 4.987 -2.932
H 0.882 4.439 -2.359
H 3.162 5.225 -0.400
H 1.806 4.540 0.073
H 1.494 6.911 -0.033
H 1.962 2.677 -1.363
C -4.003 -2.834 2.305
O -3.331 -1.856 2.951
H -3.469 -3.714 2.662
H -5.009 -2.882 2.721
H -3.917 -2.828 1.218
H -2.609 -1.557 2.395
C -5.496 3.000 -0.721
C -6.661 2.918 -1.644
C -7.971 2.968 -0.883
O -8.281 1.833 -0.004
C -9.543 2.027 0.550
N -6.641 4.070 -2.497
H -5.380 3.979 -0.257
H -4.512 2.788 -1.140
H -5.609 2.234 0.047
H -6.684 1.975 -2.190
H -8.693 2.883 -1.695
H -8.189 3.882 -0.330
H -10.295 1.836 -0.216
H -9.786 2.993 0.992
H -9.685 1.431 1.452
H -7.469 4.131 -3.072
H -5.858 4.208 -3.121
C 7.256 1.238 8.279
C 5.975 1.527 7.442
C 6.077 1.046 5.921
O 6.954 1.985 5.275
C 6.618 1.999 3.858
N 4.764 0.905 8.021
H 7.164 1.506 9.331
H 8.095 1.751 7.808
H 7.380 0.156 8.249
H 5.882 2.612 7.392
H 5.107 0.859 5.461
H 6.660 0.129 5.840
H 5.562 2.162 3.645
H 6.874 1.038 3.413
H 7.176 2.825 3.416
H 3.954 1.367 7.633
H 4.784 1.032 9.023
C -1.616 0.120 -6.003
C -0.537 -0.277 -7.061
C -0.515 0.632 -8.317
O -0.309 2.042 -8.049
C -0.294 2.754 -9.252
N 0.735 0.044 -6.336
H -1.599 -0.547 -5.141
H -2.613 -0.010 -6.426
H -1.548 1.162 -5.691
H -0.509 -1.288 -7.467
H -1.482 0.606 -8.819
H 0.195 0.230 -9.040
H -1.245 2.526 -9.732
H 0.509 2.303 -9.835
H -0.052 3.817 -9.243
H 1.358 0.436 -7.028
H 0.565 0.880 -5.796
```

Calculated values
2S+1 = 3
HOMO energy (alpha / beta) = -10.0 / -10.0 eV
Orbital gap (alpha / beta) = 4.524 / 1.122 eV
Net charge = +1
E_tot = -60317.68549 eV

---

Record 3
Formula: C19H55N9O28S3
Source: OMol25
Level of theory: ωB97M-V/def2-TZVPD

```
114
Properties=species:S:1:pos:R:3
C 3.442 -0.957 6.834
O 3.625 -2.262 6.150
H 3.856 -1.133 7.826
H 4.010 -0.251 6.228
H 2.380 -0.724 6.908
H 4.507 -2.626 6.251
O 5.589 3.864 4.366
S 5.186 5.139 5.001
O 6.109 5.783 5.906
O 4.696 6.194 3.872
C 4.495 5.656 2.557
C 3.265 4.800 2.528
C 3.523 4.807 5.892
H 5.377 5.192 2.115
H 4.367 6.518 1.903
H 3.022 4.490 1.512
H 2.373 5.295 2.911
H 3.393 3.860 3.065
H 3.907 4.256 6.750
H 2.794 4.188 5.370
H 3.093 5.756 6.212
O -0.079 1.403 -3.097
S -0.298 0.301 -2.101
O -0.048 -1.126 -2.402
O 0.590 0.634 -0.651
C 0.395 -0.141 0.499
C 1.493 -1.288 0.610
C -2.116 0.426 -1.478
H -0.602 -0.567 0.607
H 0.382 0.501 1.380
H 2.449 -0.775 0.511
H 1.565 -2.022 -0.193
H 1.562 -1.842 1.546
H -2.231 1.378 -0.959
H -2.143 -0.482 -0.876
H -2.739 0.325 -2.366
O -3.078 -4.281 6.972
S -1.971 -4.859 6.224
O -0.800 -5.200 7.008
O -2.447 -6.224 5.369
C -3.712 -6.221 4.742
C -4.740 -6.973 5.620
C -1.643 -3.881 4.709
H -3.611 -6.896 3.892
H -4.147 -5.236 4.575
H -5.738 -6.937 5.181
H -4.870 -6.507 6.597
H -4.522 -8.040 5.648
H -1.619 -4.574 3.868
H -0.717 -3.340 4.906
H -2.413 -3.113 4.631
C 1.202 3.396 -9.233
N 2.235 4.448 -9.409
O 3.092 4.348 -10.251
O 2.197 5.332 -8.525
H 0.288 3.760 -9.702
H 1.022 3.180 -8.180
H 1.549 2.547 -9.822
C -9.265 3.101 1.287
N -8.283 2.436 0.328
O -8.582 2.211 -0.832
O -7.237 1.881 0.806
H -9.979 3.523 0.580
H -8.696 3.841 1.850
H -9.613 2.252 1.875
C -7.300 -3.883 1.129
N -8.553 -3.139 0.819
O -8.974 -2.978 -0.327
O -9.231 -2.947 1.818
H -6.427 -3.338 0.771
H -7.446 -4.883 0.720
H -7.079 -4.029 2.187
C -6.142 1.430 -6.906
N -6.125 1.848 -8.325
O -7.022 1.567 -9.096
O -5.113 2.497 -8.712
H -6.872 2.050 -6.385
H -5.151 1.663 -6.516
H -6.428 0.380 -6.850
C 10.235 -3.376 2.347
N 8.725 -3.443 2.401
O 8.077 -3.057 1.439
O 8.144 -3.938 3.370
H 10.626 -2.373 2.177
H 10.510 -4.114 1.594
H 10.573 -3.709 3.329
C -2.095 5.983 -1.555
N -3.460 6.179 -0.956
O -3.669 5.790 0.213
O -4.187 6.710 -1.789
H -1.988 5.118 -2.209
H -1.481 5.843 -0.665
H -1.799 6.939 -1.987
C 3.755 -2.866 -5.375
N 3.067 -1.675 -6.069
O 3.423 -0.545 -5.746
O 2.229 -1.882 -6.885
H 4.591 -3.165 -6.008
H 2.993 -3.639 -5.469
H 4.039 -2.577 -4.363
C -1.393 -5.440 -5.134
N -2.311 -4.373 -4.559
O -2.534 -4.435 -3.361
O -2.800 -3.562 -5.347
H -2.037 -6.227 -5.526
H -0.787 -5.820 -4.311
H -0.708 -5.042 -5.883
C 7.087 2.123 0.053
N 8.247 3.088 -0.126
O 9.166 3.048 0.618
O 8.152 3.955 -0.924
H 7.074 1.847 1.107
H 7.164 1.209 -0.536
H 6.143 2.649 -0.092
```

Calculated values
HOMO energy = -10.5 eV
Orbital gap = 10.080 eV
E_tot = -123809.16452 eV